[1]
14
Properties=species:S:1:pos:R:3 method="wB97M-V/def2-TZVPD" homo_ev="-12.21 / -13.79" orbital_gap_ev="5.38 / 7.65" largest_force_ev_per_a=6.65 multiplicity=4 s2=3.7608 mol_weight_da=261.976 e_tot_ha=-1010.1199 total_charge=+1
Pr 1.88565 0.99499 1.10833
O -1.57101 -0.81998 2.06237
O 2.10327 0.36368 -1.03585
O 0.28338 -0.11184 3.08391
O -0.56333 1.11444 1.55150
O -1.20821 -0.88152 -1.00623
C -0.33960 0.10601 -1.20821
C 1.12246 -0.32682 -1.69760
C -0.78394 0.08454 2.44412
H -1.42563 -1.07887 0.14432
H -1.19857 1.00418 0.49765
H 1.16127 -0.11124 -2.78304
H -0.64290 1.08768 -1.59345
H 1.17716 -1.42525 -1.56783

[2]
17
Properties=species:S:1:pos:R:3 method="wB97M-V/def2-TZVPD" homo_ev="-22.75 / -24.82" orbital_gap_ev="6.50 / 6.45" largest_force_ev_per_a=6.43 multiplicity=5 s2=6.0179 mol_weight_da=308.333 e_tot_ha=-523.6694 total_charge=+3
Ir -2.11765 -1.83281 -0.20750
O 1.21972 -0.14456 0.72313
O -0.73070 -1.29324 0.95879
O -0.46814 0.34369 -0.63666
C 1.48905 0.81643 1.69410
C -1.78365 0.59764 -2.50396
C -1.47609 -0.14451 -1.28694
C 2.62417 1.70741 1.35019
C -0.14428 -0.26774 0.60955
H -1.39808 -0.02480 -3.33363
H 3.04919 1.46129 0.37092
H 2.29552 2.75553 1.37860
H 1.52655 0.33415 2.68046
H -1.35181 1.60353 -2.54891
H 0.12838 1.00989 1.65961
H -2.87518 0.61299 -2.64016
H 3.39433 1.58582 2.12548

[3]
16
Properties=species:S:1:pos:R:3 method="wB97M-V/def2-TZVPD" homo_ev="-15.78 / -15.49" orbital_gap_ev="12.50 / 4.01" largest_force_ev_per_a=5.10 multiplicity=2 s2=0.7541 mol_weight_da=60.140 e_tot_ha=-159.1313 total_charge=+1
C 0.17779 -2.01651 -0.11853
C -0.05558 2.47999 0.57665
C 0.88805 1.30069 0.45479
C -1.08227 -1.66341 -1.00294
H -1.91143 -1.28168 -0.47449
H 1.02364 0.74945 1.41260
H -0.64810 -0.98713 -1.74976
H -0.95103 2.13966 1.06901
H 1.87300 1.45866 0.03889
H 0.97972 -1.27334 -0.17223
H -0.05432 3.08329 -0.20883
H -0.07214 -2.17965 0.93916
H 0.24629 0.60799 -0.22049
H 0.59908 -3.00537 -0.37190
H 0.40530 3.24452 1.34005
H -1.41799 -2.65717 -1.51199

[4]
10
Properties=species:S:1:pos:R:3 method="wB97M-V/def2-TZVPD" homo_ev="-9.03 / -8.38" orbital_gap_ev="8.40 / 7.89" largest_force_ev_per_a=3.41 mol_weight_da=213.962 e_tot_ha=-635.4488 total_charge=0
I 2.00708 -2.95666 0.28953
O 2.61312 3.02340 1.15612
O 0.74283 -0.36692 -0.73931
N 3.24418 1.20021 0.00942
N 3.11124 2.36075 0.34690
C 1.43407 -0.95741 0.29771
C 0.08294 -0.49086 0.56026
H -0.77136 -1.14225 0.49911
H 3.88441 1.19741 -0.82879
H -0.19347 0.55276 0.93932